(1)
Formula: C21H58BN8O5P2
Source: the OMol25 dataset
Level of theory: ωB97M-V/def2-TZVPD

Geometry as XYZ:
```
95
Properties=species:S:1:pos:R:3:lowdin_charge:R:1
P 6.8661 3.9044 -3.9672 0.7559
P -6.4637 -1.4693 4.5741 0.7610
O 1.2029 -5.3571 0.9123 -0.1070
O 4.5056 -2.4621 -2.3686 -0.1119
O 0.3488 -4.3987 1.1366 -0.2861
O -6.1548 -1.5259 3.0579 -0.2934
O 5.8187 2.7740 -3.8171 -0.2938
N 8.0702 5.2039 -4.1398 -0.3111
N 5.7301 5.0306 -4.5682 -0.3326
N 7.1539 4.0392 -2.3006 -0.3719
N -0.2565 -3.1882 -1.0674 -0.0304
N -6.1514 -3.1166 4.8337 -0.3724
N -8.1166 -1.1055 4.3381 -0.3324
N 2.7341 -0.7875 -2.6020 -0.1926
N -6.8189 -1.4041 6.3171 -0.3103
C 8.3258 5.6777 -5.4964 -0.1496
C -1.2118 -2.1420 -1.5970 -0.2502
C 8.6737 6.0596 -3.1325 -0.1193
C -4.2462 -1.6732 0.0501 -0.1492
C 2.3969 -3.1566 -1.1112 -0.0716
C 3.6268 0.3354 -2.0769 -0.1227
C -6.9950 -2.4808 7.2766 -0.1186
C -7.2508 -0.1137 6.8450 -0.1491
C 2.8682 -0.8182 -4.1392 -0.1300
C 7.9505 2.9499 -1.7387 -0.1340
C 1.0065 -3.0687 1.1411 -0.1423
C 5.2029 6.1994 -3.8964 -0.1378
C -6.9366 -4.2352 4.3702 -0.1215
C -4.7326 -3.4684 4.8184 -0.1274
C 3.2354 -2.0977 -2.0380 -0.2558
C 4.6891 4.4931 -5.4527 -0.1433
C -2.6842 -2.8099 -1.9313 -0.2236
C -9.2549 -1.9667 4.5789 -0.1393
C -3.6319 -3.0606 -0.6171 -0.2795
C 6.2482 4.5484 -1.2990 -0.1185
C -8.4318 -0.2226 3.2085 -0.1451
B 1.0045 -2.5723 -0.4618 -0.7253
H -0.0385 -3.9335 -1.7648 0.0851
H 2.0740 -3.0612 1.6205 0.1006
H -10.1607 -1.3713 4.7474 0.0800
H -4.7474 -1.8724 1.1144 0.0494
H 5.9513 6.7282 -3.3072 0.0605
H -4.2013 -2.9081 5.5938 0.0758
H 5.1038 3.7278 -6.1206 0.0732
H 8.1511 3.0929 -0.6711 0.0820
H -8.3408 -0.0699 6.9420 0.0798
H -3.1370 -3.7668 0.2073 0.1125
H -9.3942 0.2833 3.3528 0.0757
H -7.9969 -4.0296 4.2751 0.0473
H -9.1487 -2.5752 5.4763 0.0606
H 2.4981 0.2316 -4.5593 0.0927
H 2.2054 -1.6773 -4.6133 0.0965
H -1.3635 -1.2100 -0.9058 0.1081
H -8.4751 -0.7789 2.2646 0.0803
H -7.8940 -3.0703 7.0845 0.0712
H -4.2703 -3.2387 3.8523 0.0795
H 4.2740 5.2735 -6.1021 0.0765
H -6.1308 -3.1517 7.3032 0.0787
H -5.0891 -1.2314 -0.6483 0.0699
H 4.4950 -0.0523 -1.3673 0.1000
H -0.7875 -1.7538 -2.6391 0.1087
H 0.8071 -5.9387 0.1831 0.1298
H 5.5632 5.3079 -1.6590 0.0490
H -6.5945 -4.6152 3.4044 0.0896
H 3.9920 -0.9599 -4.4562 0.0874
H 5.6442 3.7608 -0.8417 0.0894
H 1.0415 -1.3985 -0.5100 0.0698
H -3.2790 -2.0702 -2.6423 0.1021
H 7.7683 6.5965 -5.7070 0.0803
H 2.1466 -4.1149 -1.7751 0.1142
H -9.4513 -2.6235 3.7255 0.0824
H 7.4555 1.9810 -1.8657 0.0788
H 8.9239 2.9046 -2.2366 0.0731
H 3.8658 4.0499 -4.8799 0.0816
H -7.6801 0.5709 3.1141 0.0737
H -3.3426 -0.9318 0.1496 0.0639
H 4.8462 6.9364 -4.6264 0.0805
H 6.8257 5.0390 -0.5098 0.0831
H 7.9541 6.7450 -2.6795 0.0716
H 3.0121 1.1080 -1.4455 0.0827
H -2.4955 -3.8671 -2.4312 0.1037
H 9.3921 5.8695 -5.6594 0.0730
H -4.5681 -4.5306 5.0311 0.0838
H 3.1026 -3.5367 -0.2422 0.1070
H 0.2661 -2.3148 1.6878 0.1116
H 8.0330 4.9229 -6.2344 0.0721
H -7.0815 -2.1016 8.3022 0.0784
H 4.1526 0.9345 -2.9414 0.0663
H -6.9326 0.7026 6.1873 0.0723
H 4.3566 5.9454 -3.2502 0.0842
H 9.4756 6.6790 -3.5525 0.0780
H -4.5835 -3.6716 -0.9981 0.0902
H -6.8699 -5.0470 5.1007 0.0832
H -6.8033 0.0883 7.8244 0.0737
H 9.1588 5.4812 -2.3403 0.0776
```

Computed properties:
charge: -1
relative energy (zero: lowest compared OMol25 entry of this formula, charge and spin): 100.4 kcal/mol
frontier orbital gap: 3.8892 eV
strongest force on any atom: 7.308 eV/A
HOMO energy: -3.367 eV

=====

(2)
Formula: C21H59N17O10P
Source: the OMol25 dataset
Level of theory: ωB97M-V/def2-TZVPD

Geometry as XYZ:
```
108
Properties=species:S:1:pos:R:3:lowdin_spin:R:1
P 0.5415 -2.2780 -0.6478 0.0005
O -0.3284 3.2262 -2.7696 0.0005
O -8.2036 7.9946 3.3149 0.0000
O 2.6666 -1.9008 7.1998 0.0000
O -3.5093 1.5770 0.6023 0.0000
O 0.9266 -4.9526 -4.8907 0.0002
O 0.6701 -0.8227 -0.3619 0.0023
O -7.7895 3.7019 3.3814 0.0000
O 4.1565 -0.5986 3.4314 0.0000
O 3.0810 0.3066 -1.7925 0.4969
O -13.3230 9.6649 2.5885 0.0000
N -11.0883 9.3909 2.2734 0.0000
N 1.1907 2.8734 -4.4196 0.0002
N 1.3845 1.7906 -2.3825 0.0034
N -12.1995 8.1447 3.8511 0.0000
N 4.7235 -1.3848 8.0012 0.0000
N 0.8624 -4.0224 -6.9541 0.0000
N -7.9568 8.6991 1.1775 0.0000
N 3.4435 0.4112 5.3358 0.0000
N -6.2340 3.4345 1.7537 0.0000
N -1.8491 0.0076 0.8347 0.0000
N -1.9050 1.2875 -1.0030 0.0000
N -6.1851 2.1143 3.6325 0.0000
N 1.8726 -6.0754 -6.6179 0.0000
N 4.9169 1.4805 3.9083 0.0000
N 3.6059 -0.8272 -2.0620 0.3973
N -8.0585 6.4425 1.6590 0.0000
N 3.7220 -3.4021 8.5243 0.0000
C 2.3665 -5.6561 -2.0529 0.0001
C -12.2784 9.1082 2.8819 0.0000
C 3.8512 -5.3926 -2.3557 0.0000
C 4.3237 -0.6547 0.2804 -0.0025
C 1.9694 -3.1226 -1.3669 0.0005
C 2.0447 -2.6776 -2.8516 0.0170
C -2.5166 0.9977 0.1788 0.0000
C 2.2750 -0.5147 -4.0795 -0.0023
C 4.1500 -1.6011 -0.9037 0.0223
C 3.1634 -2.7183 -0.4490 0.0172
C 1.6533 -4.6276 -1.1620 0.0006
C 3.6412 -2.2068 7.8676 0.0000
C 4.8079 -6.2163 -1.4963 0.0000
C 5.5559 -2.1589 -1.2425 0.0087
C -6.7988 3.1224 2.9491 0.0000
C 4.1677 0.3626 4.1796 0.0000
C 4.1267 -2.1171 -4.1596 0.0071
C 1.2021 -5.0149 -6.0786 0.0000
C -8.0733 7.7177 2.1328 0.0000
C 3.0331 -1.5436 -3.2430 0.0240
C 0.6812 2.6654 -3.1649 0.0004
H 2.9408 -4.0244 8.4380 0.0000
H -11.0907 10.0918 1.5582 0.0000
H 4.9304 2.2928 4.4942 0.0000
H -1.0649 0.8172 -1.2871 0.0000
H 2.8855 -0.3883 5.5989 0.0000
H 1.0747 -4.0518 -7.9329 0.0000
H -2.1260 -0.2778 1.7529 0.0000
H 4.6131 -7.2850 -1.6152 0.0000
H 6.3123 -1.5326 -0.7651 0.0000
H 2.2446 -3.5167 -3.5176 0.0009
H -8.1375 5.6872 2.3299 0.0000
H 0.3573 -3.2388 -6.5846 0.0000
H -5.3745 1.6397 3.2789 0.0000
H 4.8829 0.2355 -0.0121 -0.0005
H 3.4382 1.2137 5.9368 0.0000
H 3.6422 -2.5407 -5.0440 0.0001
H 5.5364 -1.6258 8.5346 0.0000
H -0.5202 -2.5605 -1.5317 0.0001
H 5.8459 -6.0441 -1.7932 0.0000
H 5.6901 -3.1715 -0.8557 0.0005
H 2.2266 1.3310 -2.6767 -0.0006
H 4.8903 -1.1847 1.0494 -0.0004
H 4.7099 -0.5259 7.4822 0.0000
H 2.9058 0.3482 -4.3037 -0.0002
H 4.5123 -3.6780 9.0742 0.0000
H 1.0787 1.6544 -1.4345 0.0008
H -7.9792 6.2316 0.6827 0.0000
H 1.8584 -4.8422 -0.1070 0.0002
H 2.7470 -2.3944 0.5112 0.0008
H 1.0481 -2.3392 -3.1576 0.0009
H 5.4461 1.4795 3.0572 0.0000
H -1.0503 -0.3756 0.3505 0.0000
H 4.7034 -2.9177 -3.7053 0.0001
H 2.1283 -6.8207 -5.9979 0.0000
H 3.7333 -3.6212 -0.2216 0.0012
H -6.6683 4.1642 1.2250 0.0000
H 4.0985 -4.3352 -2.2608 0.0000
H 2.0241 2.4312 -4.7560 0.0000
H -7.9478 9.6503 1.4944 0.0000
H 0.5741 -4.7994 -1.2880 0.0000
H -6.5691 1.8577 4.5215 0.0000
H -5.4226 2.9693 1.3734 0.0000
H -11.3384 7.6937 4.1012 0.0000
H 0.6981 3.5138 -5.0125 0.0000
H 4.0411 -5.6459 -3.4046 0.0000
H -2.2525 2.0289 -1.5826 0.0000
H 4.7318 -5.9562 -0.4359 0.0000
H 0.2019 -3.0246 0.4977 0.0001
H 1.9866 -0.9896 -5.0214 -0.0003
H 4.8054 -1.3253 -4.4880 0.0007
H 1.3746 -0.1776 -3.5661 0.0000
H 5.7826 -2.1513 -2.3024 0.0010
H -7.8713 8.5097 0.1974 0.0000
H -10.2334 8.9231 2.5175 0.0000
H 1.8053 -5.7696 -2.9793 0.0001
H 2.2949 -6.6222 -1.5401 0.0000
H 3.3696 -0.3674 0.7186 -0.0001
H 2.1067 -6.1446 -7.5897 0.0000
H -13.0462 7.9015 4.3279 0.0000
```

Computed properties:
charge: 0
relative energy (zero: lowest compared OMol25 entry of this formula, charge and spin): 0.0 kcal/mol
frontier orbital gap (alpha / beta): 8.5120 / 9.1758 eV
strongest force on any atom: 2.262 eV/A
HOMO energy (alpha / beta): -8.427 / -9.092 eV
multiplicity: 2